A molecular structure, C6H15N2. Source: OMol25; level of theory: wB97M-V/def2-TZVPD.

Last column: natural (NBO) charge in e.
Geometry (Å):
C  1.158  0.753  -2.548  -0.6615
C  0.904  0.238  -1.144  0.0313
C  -0.477  -0.137  -0.787  -0.4413
C  -0.597  0.247  0.795  -0.4568
N  -1.377  -0.110  3.420  -0.7276
C  -1.620  0.685  2.348  0.3051
C  -2.085  0.285  1.092  -0.4912
N  2.256  -1.752  -1.242  -0.9598
H  2.178  0.551  -2.860  0.2592
H  1.061  1.848  -2.500  0.2761
H  0.394  0.474  -3.271  0.2398
H  1.584  -0.897  -1.264  0.2753
H  -0.582  -1.178  -1.111  0.2742
H  -1.324  0.442  -1.163  0.2730
H  -0.089  -0.577  1.305  0.2505
H  0.077  1.136  0.781  0.2052
H  -1.800  0.292  4.249  0.4230
H  -1.684  -1.071  3.302  0.4009
H  -1.558  1.711  2.738  0.1930
H  -3.084  0.511  0.758  0.2850
H  2.666  -2.224  -2.034  0.4117
H  1.445  0.928  -0.495  0.2378
H  2.555  -2.154  -0.369  0.3971

Kohn-Sham gap   4.2 eV
E_HOMO   -10.771 eV
Multiplicity   1
Energy above the lowest of the compared OMol25 structures with the same formula, charge and spin   10.143 eV
Net charge   +1

---

A molecular structure, C9H21CsIInO2S. Source: OMol25; level of theory: wB97M-V/def2-TZVPD.

Last column: Mulliken charge in e.
Geometry (Å):
C  2.413  2.837  -1.116  -1.6844
C  1.287  2.171  -0.336  0.6074
O  1.731  0.955  0.258  -0.5607
C  0.015  1.966  -1.214  -0.4658
O  -0.151  0.658  -1.614  -0.7105
In  -1.521  -0.686  -0.844  1.3490
C  -1.129  -0.940  1.381  -2.9685
C  -0.744  0.262  2.168  -1.7176
C  -1.774  1.362  2.332  -0.3583
S  -3.447  0.712  2.151  -0.1792
C  -0.765  -2.538  -1.718  -1.2507
C  0.739  -2.471  -1.870  0.0393
C  1.505  -2.986  -0.658  -1.0809
I  1.456  -3.553  -3.647  -0.0882
H  2.638  2.259  -2.023  0.3985
H  2.142  3.848  -1.437  0.4144
H  3.332  2.916  -0.526  0.3803
H  1.041  2.809  0.526  0.2249
H  2.130  0.405  -0.440  0.3110
H  -0.858  2.376  -0.667  0.0735
H  0.141  2.620  -2.099  0.3843
H  -3.139  -0.194  -1.175  -0.4121
H  -0.313  -1.662  1.390  0.6753
H  -1.996  -1.454  1.795  0.6391
H  -0.526  -0.106  3.223  1.7398
H  0.184  0.688  1.769  0.6934
H  -1.582  2.223  1.684  0.3029
H  -1.703  1.769  3.345  0.3782
H  -4.094  1.871  1.966  0.1300
H  -1.035  -3.385  -1.073  0.3169
H  -1.285  -2.684  -2.667  0.4524
H  1.071  -1.460  -2.111  0.1836
H  2.531  -3.279  -0.886  0.4408
H  1.019  -3.857  -0.203  0.3443
H  1.550  -2.199  0.111  0.0738
Cs  -0.863  -1.254  4.225  0.9238

Kohn-Sham gap   6.5 eV
E_HOMO   -7.516 eV
Multiplicity   1
Energy above the lowest of the compared OMol25 structures with the same formula, charge and spin   0.000 eV

---

A molecular structure, C6H5BrFPd. Source: OMol25; level of theory: wB97M-V/def2-TZVPD.

Last column: Löwdin spin population.
Geometry (Å):
Pd  0.879  -3.983  -0.644  0.8277
Br  0.480  -3.142  1.058  0.7659
F  2.077  -0.103  1.445  0.0031
C  1.020  0.229  0.633  0.0295
C  0.826  1.618  0.277  0.0147
C  -0.419  1.932  -0.384  -0.0020
C  -1.266  0.938  -0.746  0.0107
C  -0.930  -0.358  -0.563  0.0226
C  0.165  -0.743  0.225  0.2200
H  1.515  2.429  0.465  0.0027
H  -0.722  2.947  -0.597  0.0001
H  -2.256  1.144  -1.123  0.0017
H  -1.655  -1.155  -0.639  0.0025
H  0.286  -1.751  0.593  0.1006

<S²>   2.009
Kohn-Sham gap (spin up / spin down)   7.8 / 5.1 eV
E_HOMO (spin up / spin down)   -13.046 / -13.038 eV
Multiplicity   3
Energy above the lowest of the compared OMol25 structures with the same formula, charge and spin   3.780 eV
Net charge   +1

---

A single C23H21ClN2O6S molecule. Source: OMol25; level of theory: wB97M-V/def2-TZVPD.

Last column: natural (NBO) charge in e.
Geometry (Å):
C  3.722  3.953  0.425  -0.6133
C  3.423  2.482  0.690  -0.2298
N  3.922  1.655  -0.392  -0.7024
C  3.383  1.793  -1.686  0.2075
C  2.053  2.139  -1.911  -0.2674
C  1.571  2.237  -3.204  -0.2041
C  2.399  1.985  -4.284  -0.2205
C  3.722  1.639  -4.062  -0.1938
C  4.216  1.549  -2.774  -0.2360
S  4.290  0.072  0.010  2.3374
O  5.153  -0.483  -0.986  -0.9315
O  4.720  0.048  1.373  -0.9293
C  2.677  -0.703  -0.146  -0.3171
C  2.345  -1.336  -1.328  -0.1872
C  1.061  -1.829  -1.491  -0.2164
C  0.130  -1.655  -0.483  -0.0622
Cl  -1.483  -2.261  -0.699  0.0092
C  0.458  -0.994  0.709  0.2057
N  -0.522  -0.835  1.677  -0.6381
C  -0.544  0.039  2.719  0.6653
O  0.347  0.793  3.024  -0.5927
C  -1.857  -0.018  3.508  -0.1789
O  -2.807  -0.897  2.933  -0.5289
C  -3.777  -0.338  2.161  0.7863
O  -3.889  0.853  2.018  -0.5843
C  -4.629  -1.355  1.523  -0.2273
C  -4.400  -2.721  1.677  -0.1290
C  -5.210  -3.635  1.037  -0.3085
C  -6.263  -3.201  0.234  0.3404
O  -7.079  -4.062  -0.410  -0.6507
C  -6.496  -1.833  0.080  -0.2786
C  -5.686  -0.924  0.718  -0.1158
C  1.759  -0.525  0.868  -0.2460
H  4.788  4.094  0.273  0.2158
H  3.197  4.298  -0.463  0.2100
H  3.403  4.547  1.277  0.2195
H  2.348  2.337  0.859  0.1855
H  3.954  2.144  1.580  0.2442
H  1.389  2.328  -1.082  0.2202
H  0.538  2.508  -3.366  0.2158
H  2.017  2.062  -5.290  0.2146
H  4.377  1.445  -4.899  0.2152
H  5.241  1.275  -2.591  0.2423
H  3.095  -1.443  -2.094  0.2505
H  0.779  -2.338  -2.399  0.2355
H  -1.372  -1.367  1.513  0.4265
H  -2.267  0.997  3.562  0.2454
H  -1.644  -0.375  4.519  0.2222
H  -3.589  -3.064  2.300  0.2307
H  -5.030  -4.695  1.156  0.2127
H  -6.822  -4.975  -0.227  0.4844
H  -7.316  -1.517  -0.544  0.2310
H  -5.849  0.137  0.607  0.2390
H  2.052  -0.032  1.781  0.2770

Kohn-Sham gap   9.1 eV
E_HOMO   -8.860 eV
Multiplicity   1
Structure (SMILES)   CCN(c1ccccc1)S(=O)(=O)c1ccc(Cl)c(NC(=O)COC(=O)c2ccc(O)cc2)c1
Energy above the lowest of the compared OMol25 structures with the same formula, charge and spin   0.000 eV

---

A molecular structure, C3H13BClCoCrN3O10. Source: OMol25; level of theory: wB97M-V/def2-TZVPD.

Last column: Löwdin spin population.
Geometry (Å):
Cr  -1.224  -3.696  0.995  4.1210
Co  2.340  0.052  4.059  2.7570
Cl  1.243  -1.002  0.872  0.0058
O  2.632  -1.236  0.688  -0.0052
O  0.797  0.264  0.375  -0.0082
O  0.447  -2.073  0.274  -0.0242
O  1.000  -0.928  2.296  0.0171
B  1.188  -0.582  5.796  0.1046
H  1.370  0.537  5.597  0.0432
H  0.101  -0.701  6.126  0.0065
H  1.383  -1.210  4.860  0.0434
H  1.843  -0.883  6.686  0.0166
C  1.520  -1.568  -3.332  0.0000
N  0.047  -1.493  -3.370  0.0000
O  -0.498  -2.006  -4.310  0.0000
O  -0.506  -0.827  -2.505  -0.0004
H  1.806  -1.510  -2.281  0.0000
H  2.012  -0.762  -3.867  0.0000
H  1.853  -2.560  -3.625  0.0000
C  -2.765  0.778  -0.332  -0.0073
N  -3.135  -0.438  0.427  -0.0061
O  -2.416  -1.440  0.308  -0.0668
O  -4.108  -0.381  1.120  0.0067
H  -1.878  0.497  -0.896  -0.0003
H  -2.479  1.565  0.362  -0.0009
H  -3.609  0.971  -0.989  -0.0008
C  0.462  2.385  -2.325  0.0000
N  -0.265  3.646  -2.041  0.0000
O  0.085  4.660  -2.586  -0.0003
O  -1.140  3.585  -1.187  -0.0012
H  1.026  2.564  -3.237  0.0000
H  -0.272  1.597  -2.461  0.0000
H  1.140  2.197  -1.497  0.0000

<S²>   15.844
Kohn-Sham gap (spin up / spin down)   2.3 / 4.6 eV
E_HOMO (spin up / spin down)   -15.179 / -15.188 eV
Multiplicity   8
Energy above the lowest of the compared OMol25 structures with the same formula, charge and spin   0.000 eV
Net charge   +2